--- w ---
{
  "formula": "CH8N2O",
  "method": "the ωB97M-V functional and the def2-TZVPD basis",
  "elements": ["N", "C", "N", "H", "H", "H", "H", "H", "H", "H", "H", "O"],
  "xyz": [[-1.534, -1.190, -0.617], [-0.318, -0.759, 0.071], [-0.314, 0.597, 0.604], [-2.358, -0.774, -0.204], [-1.491, -0.931, -1.597], [-0.114, -1.440, 0.890], [0.494, -0.869, -0.652], [-0.772, 1.260, -0.005], [-0.672, 0.645, 1.545], [3.017, 0.963, 0.375], [1.576, 1.117, -0.092], [2.484, 1.381, -0.319]],
  "nbo_charge": [-0.845, -0.062, -0.880, 0.353, 0.357, 0.176, 0.178, 0.367, 0.371, 0.462, 0.485, -0.962],
  "orbital_gap_ev": 10.3,
  "smiles": "NCN.O",
  "homo_energy_ev": -9.32,
  "multiplicity": 1,
  "lumo_energy_ev": 0.96
}


--- x ---
{
  "formula": "CH8N2O",
  "method": "the ωB97M-V functional and the def2-TZVPD basis",
  "elements": ["N", "H", "H", "H", "H", "N", "C", "O", "H", "H", "H", "H"],
  "xyz": [[-2.283, -0.797, 0.277], [-1.909, -0.706, -0.665], [-3.017, -0.085, 0.260], [-1.259, -3.758, 1.432], [-1.605, -0.364, 0.896], [0.954, 0.597, 0.983], [1.087, 0.976, -0.319], [1.074, 0.208, -1.341], [0.672, -0.382, 1.038], [-0.717, -4.184, 1.149], [0.019, 1.438, -0.366], [1.700, 1.900, -0.419]],
  "nbo_charge": [-1.049, 0.359, 0.351, 0.009, 0.342, -0.444, -0.018, -0.569, 0.342, -0.009, 0.445, 0.241],
  "orbital_gap_ev": 7.8,
  "homo_energy_ev": -10.32,
  "multiplicity": 1,
  "lumo_energy_ev": -2.48
}


Most favorable structure: w. The second most favorable one is 124.0 kcal/mol above it.


--- w ---
{
  "formula": "C8H12O2",
  "method": "the ωB97M-V functional and the def2-TZVPD basis",
  "elements": ["C", "O", "H", "H", "H", "H", "C", "C", "C", "C", "C", "C", "C", "O", "H", "H", "H", "H", "H", "H", "H", "H"],
  "xyz": [[-0.629, 0.229, -3.368], [0.058, -0.623, -4.293], [0.867, -0.192, -4.576], [-1.036, -0.429, -2.600], [-1.379, 0.815, -3.886], [0.085, 0.863, -2.836], [2.279, -1.245, 1.394], [0.314, -0.242, 0.207], [1.022, -0.432, 1.413], [-0.894, 0.418, 0.195], [-1.455, 0.880, 1.380], [0.430, -0.004, 2.583], [-0.804, 0.639, 2.578], [-2.684, 1.461, 1.427], [0.836, -0.519, -0.695], [-1.508, 0.529, -0.683], [2.848, -1.246, 0.470], [2.070, -2.310, 1.568], [0.884, -0.237, 3.543], [-3.011, 1.651, 0.544], [-1.305, 0.926, 3.493], [3.012, -0.933, 2.141]],
  "nbo_charge": [-0.253, -0.728, 0.466, 0.178, 0.171, 0.168, -0.629, -0.180, -0.057, -0.294, 0.303, -0.186, -0.263, -0.669, 0.210, 0.200, 0.216, 0.219, 0.211, 0.478, 0.223, 0.216],
  "orbital_gap_ev": 9.1,
  "smiles": "Cc1ccc(O)cc1.CO",
  "homo_energy_ev": -8.42,
  "multiplicity": 1,
  "lumo_energy_ev": 0.69
}


--- x ---
{
  "formula": "C8H12O2",
  "method": "the ωB97M-V functional and the def2-TZVPD basis",
  "elements": ["O", "C", "C", "C", "C", "C", "C", "C", "C", "H", "H", "H", "H", "H", "H", "H", "H", "H", "H", "O", "H", "H"],
  "xyz": [[3.012, 0.859, 0.225], [1.437, -0.989, 0.101], [0.781, 1.251, 0.640], [0.113, -1.416, 0.192], [-0.535, 0.832, 0.751], [1.734, 0.340, 0.243], [-0.883, -0.451, 0.479], [-3.147, -1.356, -0.711], [-2.361, -0.916, 0.581], [3.679, 0.151, 0.051], [2.149, -1.791, -0.137], [0.915, 2.327, 0.810], [-0.161, -2.467, 0.029], [-1.347, 1.506, 1.054], [-2.609, -2.202, -1.171], [-3.176, -0.523, -1.434], [-4.182, -1.671, -0.497], [-3.012, -0.204, 1.124], [-2.285, -1.836, 1.193], [3.394, 3.199, -1.003], [3.343, 2.312, -0.580], [3.142, 3.042, -1.941]],
  "nbo_charge": [-0.695, -0.281, -0.256, -0.189, -0.184, 0.277, -0.043, -0.601, -0.410, 0.492, 0.217, 0.242, 0.216, 0.214, 0.201, 0.205, 0.213, 0.207, 0.202, -0.972, 0.486, 0.459],
  "orbital_gap_ev": 9.4,
  "smiles": "CCc1ccc(O)cc1.O",
  "homo_energy_ev": -8.79,
  "multiplicity": 1,
  "lumo_energy_ev": 0.64
}


Most favorable structure: x. The second most favorable one is 8.4 kcal/mol above it.